{
  "formula": "C42H98N2O14",
  "method": "ωB97M-V/def2-TZVPD",
  "elements": ["C", "C", "C", "C", "C", "C", "C", "C", "C", "N", "O", "H", "H", "H", "H", "H", "H", "H", "H", "H", "H", "H", "H", "H", "H", "H", "H", "H", "H", "H", "C", "C", "C", "C", "C", "C", "C", "C", "C", "N", "O", "H", "H", "H", "H", "H", "H", "H", "H", "H", "H", "H", "H", "H", "H", "H", "H", "H", "H", "H", "C", "O", "C", "C", "O", "C", "H", "H", "H", "H", "H", "H", "H", "H", "H", "H", "C", "O", "C", "C", "O", "C", "H", "H", "H", "H", "H", "H", "H", "H", "H", "H", "C", "O", "C", "C", "O", "C", "H", "H", "H", "H", "H", "H", "H", "H", "H", "H", "C", "O", "C", "C", "O", "C", "H", "H", "H", "H", "H", "H", "H", "H", "H", "H", "C", "O", "C", "C", "O", "C", "H", "H", "H", "H", "H", "H", "H", "H", "H", "H", "C", "O", "C", "C", "O", "C", "H", "H", "H", "H", "H", "H", "H", "H", "H", "H"],
  "xyz": [[-1.807, -0.288, 2.981], [-1.571, 0.430, 1.584], [-2.881, 0.719, 0.848], [-0.908, 1.785, 1.684], [0.683, 1.783, 1.956], [1.396, 1.000, 0.857], [0.767, -0.459, 0.785], [1.316, -1.039, -0.539], [1.248, -1.312, 1.959], [-0.770, -0.409, 0.678], [-1.246, -1.657, 0.489], [-2.561, 0.175, 3.616], [-2.117, -1.321, 2.825], [-0.943, -0.393, 3.637], [-2.691, 1.222, -0.101], [-3.618, -0.032, 0.565], [-3.436, 1.451, 1.434], [-1.088, 2.469, 0.854], [-1.220, 2.198, 2.643], [0.839, 2.861, 1.946], [0.930, 1.445, 2.963], [2.402, 1.035, 1.276], [1.521, 1.562, -0.069], [0.960, -2.067, -0.599], [2.397, -1.021, -0.404], [1.092, -0.503, -1.462], [2.214, -1.801, 1.827], [0.675, -2.238, 2.002], [1.214, -0.834, 2.938], [-1.487, -1.726, -0.437], [1.375, -2.878, -4.084], [0.076, -2.844, -4.898], [-0.780, -1.675, -4.257], [0.501, -2.369, -6.329], [-0.568, -2.568, -7.445], [-1.090, -3.982, -7.370], [-1.593, -4.441, -5.961], [-2.949, -3.758, -5.595], [-1.843, -6.030, -6.120], [-0.518, -4.190, -4.967], [-0.666, -4.780, -3.831], [1.195, -2.810, -3.011], [2.078, -3.668, -4.347], [1.964, -1.974, -4.240], [-1.288, -2.163, -3.425], [-0.266, -0.750, -3.997], [-1.609, -1.425, -4.919], [1.030, -1.419, -6.259], [1.296, -3.054, -6.624], [-1.159, -1.658, -7.339], [-0.013, -2.384, -8.365], [-0.214, -4.528, -7.722], [-1.800, -4.145, -8.181], [-3.088, -3.779, -4.514], [-3.831, -4.239, -6.019], [-3.080, -2.771, -6.040], [-2.601, -6.385, -6.819], [-2.228, -6.389, -5.166], [-0.940, -6.621, -6.277], [-0.076, -5.537, -3.876], [-3.067, 6.846, 3.401], [-1.734, 6.703, 3.052], [-1.023, 5.986, 4.070], [0.412, 5.736, 3.641], [1.232, 5.437, 4.771], [2.493, 4.775, 4.581], [-3.404, 5.900, 3.823], [-3.610, 6.987, 2.466], [-3.294, 7.688, 4.055], [-1.487, 5.111, 4.525], [-1.001, 6.638, 4.943], [0.822, 6.652, 3.216], [0.413, 4.995, 2.841], [3.349, 5.448, 4.610], [2.505, 4.397, 3.559], [2.707, 3.904, 5.200], [-2.544, -4.989, 2.049], [-3.161, -5.887, 1.111], [-4.277, -5.476, 0.303], [-3.950, -4.448, -0.842], [-4.621, -3.259, -0.752], [-4.906, -2.613, -2.002], [-2.128, -4.160, 1.477], [-1.818, -5.456, 2.714], [-3.327, -4.609, 2.706], [-5.055, -5.085, 0.958], [-4.674, -6.396, -0.126], [-4.014, -4.947, -1.809], [-2.882, -4.258, -0.732], [-3.930, -2.305, -2.376], [-5.402, -1.642, -1.997], [-5.391, -3.259, -2.734], [3.823, -3.785, 3.287], [5.208, -3.755, 3.372], [5.824, -2.584, 2.900], [7.385, -2.728, 3.071], [7.964, -3.946, 2.480], [7.999, -5.031, 3.340], [3.349, -3.239, 4.103], [3.460, -4.809, 3.376], [3.511, -3.310, 2.357], [5.650, -1.730, 3.554], [5.698, -2.339, 1.845], [7.548, -2.624, 4.144], [7.962, -1.983, 2.523], [8.038, -5.939, 2.738], [7.167, -5.029, 4.044], [8.936, -5.088, 3.893], [2.801, 1.711, 7.790], [2.283, 1.171, 6.656], [1.371, 0.094, 6.828], [-0.005, 0.580, 7.293], [-0.732, 1.487, 6.494], [-0.026, 2.548, 5.812], [3.280, 2.662, 7.560], [3.590, 1.093, 8.217], [2.052, 2.015, 8.522], [1.764, -0.621, 7.551], [1.236, -0.326, 5.832], [-0.076, 0.794, 8.359], [-0.714, -0.227, 7.106], [-0.687, 3.409, 5.707], [0.287, 2.212, 4.824], [0.827, 2.818, 6.434], [4.291, -0.109, -4.340], [2.992, 0.154, -3.870], [2.918, 1.120, -2.810], [3.549, 2.557, -3.028], [3.092, 3.123, -4.221], [3.433, 4.489, -4.483], [4.840, 0.801, -4.582], [4.260, -0.719, -5.243], [4.977, -0.681, -3.715], [3.346, 0.844, -1.846], [1.851, 1.296, -2.673], [4.604, 2.417, -3.264], [3.243, 3.255, -2.249], [3.285, 5.191, -3.662], [2.981, 4.916, -5.378], [4.515, 4.466, -4.611], [-2.995, 5.110, 0.272], [-3.364, 5.174, -1.027], [-4.735, 5.364, -1.276], [-4.972, 5.011, -2.835], [-6.331, 5.228, -3.131], [-6.586, 4.920, -4.474], [-1.935, 4.863, 0.317], [-3.506, 4.428, 0.952], [-2.941, 6.099, 0.727], [-5.092, 6.374, -1.075], [-5.323, 4.638, -0.714], [-4.741, 3.956, -2.985], [-4.338, 5.531, -3.553], [-7.628, 4.637, -4.626], [-6.084, 4.079, -4.953], [-6.232, 5.743, -5.095]],
  "largest_force_ev_per_a": 6.636,
  "molar_mass_g_mol": 855.2,
  "smiles": "CC1(C)CCCC(C)(C)N1O.CC1(C)CCCC(C)(C)N1O.COCCOC.COCCOC.COCCOC.COCCOC.COCCOC.COCCOC",
  "charge": 0,
  "total_energy_ha": -2821.360464,
  "relative_energy_kcal_mol": 16.1,
  "spin_multiplicity": 1
}